139
Properties=species:S:1:pos:R:3:lowdin_charge:R:1 method="wB97M-V/def2-TZVPD" e_lumo_ha=0.0059 homo_lumo_gap_ev=7.51
Hf -0.76714 -0.60883 -0.99027 1.4402
S -1.70347 -0.33932 -3.37817 0.7023
C -2.85181 0.96844 -3.40579 -0.6859
C -3.81926 0.92342 -4.46041 -0.2654
N -4.57056 0.82507 -5.32769 0.1642
C -2.79518 1.93614 -2.47779 -0.7208
S -1.55135 1.92406 -1.24882 0.5217
C -3.74586 3.00402 -2.43228 -0.2647
N -4.49837 3.87240 -2.35717 0.1647
C 0.61370 -3.78300 -0.59664 -0.0976
O 0.83940 -2.49927 0.00380 -0.2921
C 1.95439 -2.63308 0.90537 -0.1628
C 2.47442 -1.31355 1.41173 -0.2161
O 1.60517 -0.72635 2.35311 -0.2327
C 1.94275 -1.01395 3.69468 -0.0929
H 1.34975 -3.96774 -1.37724 0.0962
H -0.37673 -3.78045 -1.03841 0.0482
H 0.68350 -4.56116 0.16746 0.1026
H 2.73859 -3.14785 0.34959 0.1088
H 1.64000 -3.25156 1.75213 0.1247
H 2.57964 -0.62084 0.57132 0.0851
H 3.46030 -1.47378 1.86639 0.1288
H 3.00024 -0.78917 3.88501 0.0860
H 1.74358 -2.05754 3.95621 0.0822
H 1.32728 -0.37539 4.32588 0.0873
C 3.05206 0.71255 -5.71169 -0.0307
C 1.74897 0.43891 -4.97615 -0.5805
C 1.22587 1.73455 -4.37061 -0.0168
C 0.75212 -0.24069 -5.89769 -0.0262
O 2.12706 -0.51121 -3.91778 -0.1516
P 1.54012 -1.04542 -2.57367 0.2880
O 0.32938 -1.95121 -2.61025 -0.4060
O 1.15497 0.06297 -1.59048 -0.5029
O 2.78035 -1.87296 -2.03339 -0.1449
C 4.21379 -1.71718 -2.29314 -0.5812
C 4.55989 -2.25960 -3.67515 -0.0128
C 4.64025 -0.26326 -2.11053 -0.0074
C 4.88832 -2.58303 -1.23754 -0.0274
H 2.85742 1.41257 -6.52459 0.0956
H 3.47177 -0.20167 -6.13551 0.0840
H 3.78447 1.15945 -5.03665 0.0842
H 0.95146 2.42097 -5.17254 0.1002
H 1.99347 2.20180 -3.74861 0.0961
H 0.35047 1.55784 -3.75034 0.0408
H 0.49395 0.43064 -6.71741 0.0981
H -0.15633 -0.49625 -5.35748 0.0155
H 1.18362 -1.15523 -6.31069 0.0945
H 4.13748 -1.63945 -4.46015 0.0618
H 4.16077 -3.27063 -3.78295 0.0980
H 5.64344 -2.29275 -3.79352 0.0937
H 4.08023 0.39565 -2.77153 0.0702
H 5.70302 -0.16460 -2.33418 0.0974
H 4.46412 0.05364 -1.07918 0.0859
H 4.52399 -3.61052 -1.30239 0.0942
H 4.69100 -2.19518 -0.23707 0.0717
H 5.96637 -2.58165 -1.40299 0.0951
C -4.21015 -2.50104 -2.17490 -0.1518
C -5.14927 -3.52191 -2.86039 -0.1428
N -4.57626 -4.86839 -2.76637 -0.1585
C -4.18949 -5.10712 -1.37638 -0.1507
C -3.01539 -4.17356 -0.98201 -0.1632
N -2.86450 -3.09310 -1.97759 -0.1554
C -2.43820 -3.72598 -3.24500 -0.1758
C -3.37240 -4.91081 -3.59711 -0.1576
H -4.59832 -2.22703 -1.19680 0.0880
H -4.12229 -1.59266 -2.76292 0.0819
H -5.29420 -3.28229 -3.91577 0.1191
H -6.12877 -3.52616 -2.37801 0.1157
H -3.90931 -6.15732 -1.26373 0.1130
H -5.06358 -4.92570 -0.74641 0.1162
H -2.08093 -4.73874 -0.95115 0.1005
H -3.18148 -3.71964 -0.00725 0.0784
H -1.39989 -4.04638 -3.13587 0.1026
H -2.46764 -2.97264 -4.02463 0.0844
H -2.88724 -5.87703 -3.43645 0.1138
H -3.67662 -4.86454 -4.64458 0.1140
C -0.89057 -2.82424 4.43789 -0.1068
C -1.35952 -1.51953 4.32748 -0.0854
C -1.68447 -0.99655 3.08890 -0.0223
C -1.55142 -1.75630 1.92480 -0.3131
C -1.09496 -3.06131 2.04641 -0.0569
C -0.75998 -3.58895 3.28904 -0.0824
N -2.00170 -1.21715 0.67126 -0.1199
C -3.42639 -1.01468 0.73886 -0.3076
C -4.05934 0.09411 0.18340 -0.0588
C -5.44361 0.22131 0.18891 -0.0719
C -6.23904 -0.75080 0.77027 -0.0963
C -5.62281 -1.84600 1.36458 -0.0844
C -4.24459 -1.97523 1.35494 -0.0612
H -0.64434 -3.24158 5.40619 0.1023
H -1.47575 -0.91026 5.21691 0.1062
H -2.08285 0.00739 3.00991 0.1028
H -1.05770 -3.69256 1.16950 0.0853
H -0.42427 -4.61727 3.35954 0.1062
H -3.46177 0.88463 -0.23237 0.0157
H -5.89119 1.09947 -0.26280 0.1081
H -7.31737 -0.65402 0.77750 0.0996
H -6.22185 -2.61467 1.83797 0.1036
H -3.79866 -2.83960 1.82981 0.1098
C 2.92719 5.12877 0.85782 -0.1079
C 4.08820 4.14648 0.68568 -0.2476
C 4.49971 3.42366 1.97305 -0.1814
C 3.59558 2.26620 2.40096 -0.1520
N 2.30100 2.67053 2.93026 -0.0017
C 1.10086 2.46581 2.32259 -0.6165
Se 0.84997 1.83984 0.62070 0.7904
N 0.13630 2.85302 3.18888 0.0013
C -1.29409 2.79304 2.89448 -0.1443
C -1.81314 3.94417 2.03691 -0.1863
C -1.74240 5.33689 2.67396 -0.2374
C -0.38281 6.02674 2.53206 -0.0968
C 0.71235 3.28319 4.37519 -0.1628
C 0.16913 3.76352 5.55594 -0.0039
C 1.05255 4.10917 6.56835 -0.0808
C 2.43359 3.98470 6.40489 -0.0823
C 2.97725 3.51562 5.21738 -0.0033
C 2.09115 3.16802 4.20973 -0.1488
H 2.84092 5.77693 -0.01634 0.0759
H 3.07817 5.76630 1.73457 0.0779
H 1.97638 4.60760 0.96553 0.0245
H 4.96031 4.69270 0.31867 0.1027
H 3.82320 3.40471 -0.07456 0.0967
H 4.56796 4.15460 2.78591 0.1047
H 5.49611 2.99456 1.83767 0.1120
H 4.09649 1.68186 3.17659 0.1248
H 3.38779 1.61799 1.54998 0.0762
H -1.81568 2.75485 3.85121 0.1265
H -1.47076 1.85866 2.36330 0.0801
H -2.85280 3.70289 1.80295 0.1187
H -1.27124 3.94207 1.08844 0.0724
H -2.02490 5.27881 3.73126 0.0989
H -2.48805 5.96611 2.18486 0.1057
H 0.40734 5.51381 3.08173 0.0530
H -0.43334 7.05072 2.90745 0.0730
H -0.08908 6.06804 1.48032 0.0750
H -0.89973 3.87533 5.68676 0.1104
H 0.66086 4.48467 7.50518 0.1047
H 3.09293 4.26248 7.21717 0.1038
H 4.04794 3.43104 5.08083 0.1110